(1)
This record from the Open Molecules 2025 dataset describes a molecular structure, C25H68BN5O8P2Si2. The level of theory is ωB97M-V/def2-TZVPD.

The geometry in XYZ format:
```
111
Properties=species:S:1:pos:R:3:forces:R:3
N 2.2325 -2.1897 3.2786 0.4 -0.1 0.3
C 1.3012 -2.0953 2.6147 -0.6 0.0 -0.6
O 0.2578 -1.9645 1.8525 0.3 -0.1 0.3
Si -0.6748 -0.5803 2.0930 0.0 0.3 -0.1
O -2.0704 -0.8137 1.2972 0.1 0.1 0.3
Si -3.5680 -0.3332 1.8245 -0.8 -0.4 -0.2
O -3.9874 1.1151 1.1960 0.3 0.0 0.3
B -3.4705 2.3149 1.6751 -0.1 0.2 -0.4
O -3.8443 2.8196 2.8989 0.7 -0.2 0.2
O -2.5617 2.9906 0.8992 -0.6 0.6 0.2
P -5.0090 -1.9809 1.1726 -0.1 -0.3 0.0
O -4.7957 -1.8606 -0.4603 0.5 0.1 -0.1
O -6.4307 -1.1596 1.2872 0.0 0.1 0.5
P 0.2646 1.2319 1.0992 0.0 -0.2 -0.3
O -0.1548 1.2726 -0.3172 -0.1 0.0 -0.5
H -0.9391 -0.4140 3.5336 0.2 -0.1 0.0
H -3.5547 -0.1689 3.3013 0.2 0.0 0.0
H -3.5439 2.3156 3.6649 -0.5 0.0 0.0
H -2.9451 3.3622 0.0943 0.4 -0.3 -0.2
H -3.8807 -1.6411 -0.6924 -0.2 0.0 -0.2
H -6.3718 -0.3782 1.8497 -0.2 0.1 -0.3
H 1.6617 1.2025 1.2678 0.0 0.0 0.4
H -0.1747 2.2993 1.9079 0.2 0.1 0.1
C 3.0101 -8.6920 5.3684 0.0 0.0 0.0
C 4.2337 -7.8069 5.1921 0.0 0.0 0.1
N 4.1619 -6.9566 4.0186 0.0 0.0 0.0
C 5.4169 -6.2986 3.7065 0.2 0.0 -0.1
C 5.9683 -5.2630 4.6961 0.0 0.0 -0.1
C 2.9748 -6.1269 3.9149 -0.2 0.1 0.0
C 2.6829 -5.1353 5.0504 0.0 0.0 -0.1
H 2.8491 -9.3118 4.4858 0.0 0.0 0.0
H 3.1550 -9.3482 6.2271 0.0 0.0 0.0
H 2.1052 -8.1131 5.5525 0.0 0.0 0.0
H 5.1115 -8.4473 5.0694 0.0 0.0 0.0
H 4.3948 -7.2406 6.1245 0.0 0.0 0.0
H 5.3108 -5.8277 2.7249 0.0 0.0 0.0
H 6.1663 -7.0858 3.5779 0.0 0.0 0.0
H 5.4300 -4.3175 4.6427 0.0 0.0 0.0
H 7.0130 -5.0530 4.4576 0.0 0.0 0.0
H 5.9333 -5.6218 5.7251 0.0 0.0 0.0
H 2.1104 -6.7851 3.8026 0.0 -0.1 0.0
H 3.0407 -5.5825 2.9694 0.0 0.0 0.0
H 2.8380 -5.5778 6.0360 0.0 -0.1 0.0
H 1.6404 -4.8165 4.9973 0.0 0.0 0.0
H 3.2913 -4.2371 4.9738 0.0 0.0 0.1
C 0.8250 5.8391 -6.0010 0.0 0.0 0.0
C 0.3196 5.6544 -4.5788 0.1 0.0 0.0
N -0.9099 4.8878 -4.5017 0.0 0.0 0.0
C -1.5228 4.9193 -3.1873 -0.1 0.1 0.1
C -0.7718 4.2651 -2.0191 -0.2 0.0 0.0
C -0.8824 3.5886 -5.1517 0.0 -0.1 -0.1
C 0.1638 2.5668 -4.6796 -0.1 0.0 0.0
H 0.0664 6.3145 -6.6236 0.0 0.0 0.0
H 1.7112 6.4744 -5.9938 0.0 0.0 0.0
H 1.1082 4.8941 -6.4642 0.0 0.0 0.0
H 0.1086 6.6395 -4.1539 0.0 0.0 0.0
H 1.1331 5.2254 -3.9703 0.0 0.0 0.0
H -2.5158 4.4670 -3.2694 0.0 0.0 0.0
H -1.7019 5.9709 -2.9414 0.1 0.0 0.0
H -0.8312 3.1787 -2.0357 0.1 0.0 0.0
H -1.2266 4.5909 -1.0798 0.1 0.0 0.0
H 0.2789 4.5536 -1.9861 0.0 0.0 0.0
H -0.7446 3.7524 -6.2223 0.0 0.0 0.0
H -1.8815 3.1562 -5.0573 0.0 0.0 0.1
H 1.1402 3.0286 -4.5260 0.0 0.0 0.0
H 0.2859 1.7906 -5.4372 0.0 0.0 0.0
H -0.1240 2.0716 -3.7537 0.0 0.1 0.0
C 6.5797 -0.3476 -2.1821 0.0 0.0 0.0
C 6.2978 -0.6081 -0.7108 0.1 0.0 0.0
N 5.1534 -1.4728 -0.4893 0.0 0.0 0.0
C 4.7312 -1.5215 0.8978 -0.1 0.0 0.2
C 5.6812 -2.1312 1.9374 -0.1 0.0 0.0
C 5.1854 -2.7473 -1.1844 0.0 -0.1 -0.1
C 6.3606 -3.6962 -0.9029 -0.1 0.0 0.0
H 5.7063 0.0808 -2.6748 0.0 0.0 0.0
H 7.4070 0.3565 -2.2761 0.0 0.0 0.0
H 6.8651 -1.2546 -2.7147 0.0 0.0 0.0
H 6.0756 0.3461 -0.2250 0.0 0.0 0.0
H 7.2196 -0.9853 -0.2377 0.0 0.0 0.0
H 3.7792 -2.0551 0.9426 0.0 0.0 0.0
H 4.5086 -0.4933 1.2027 0.0 0.0 0.0
H 5.7033 -3.2194 1.8845 0.0 0.0 0.0
H 5.3367 -1.8672 2.9386 0.0 0.0 0.0
H 6.7007 -1.7596 1.8284 0.0 0.0 0.0
H 5.1584 -2.5446 -2.2567 0.0 0.0 0.0
H 4.2450 -3.2603 -0.9690 0.0 0.0 0.1
H 7.3123 -3.1643 -0.8673 0.0 0.0 0.0
H 6.4313 -4.4393 -1.6989 0.0 0.0 0.0
H 6.2405 -4.2384 0.0338 0.0 0.1 0.0
C -6.6254 3.6370 -4.1939 0.0 0.0 0.0
C -6.5961 3.0277 -2.8014 -0.1 0.0 -0.1
N -6.4981 4.0193 -1.7435 0.0 0.0 0.0
C -6.2152 3.4414 -0.4469 0.2 -0.1 0.2
C -7.2572 2.5195 0.2000 0.0 0.0 0.0
C -7.5038 5.0667 -1.7656 -0.1 0.2 0.0
C -8.9799 4.6512 -1.6776 0.0 0.1 0.0
H -5.7452 4.2578 -4.3653 0.0 0.0 0.0
H -6.6344 2.8412 -4.9388 0.0 0.0 0.0
H -7.5140 4.2458 -4.3601 0.0 0.0 0.0
H -5.7143 2.3860 -2.7207 0.0 0.0 0.0
H -7.4683 2.3641 -2.6877 0.0 0.0 0.0
H -5.9881 4.2580 0.2463 0.0 0.0 0.0
H -5.2850 2.8690 -0.5547 0.0 -0.1 -0.1
H -8.0932 3.0780 0.6188 0.0 0.0 -0.1
H -6.7914 1.9700 1.0210 0.0 0.0 0.0
H -7.6475 1.7840 -0.5028 0.0 0.0 0.0
H -7.3640 5.6442 -2.6810 0.0 0.0 0.0
H -7.2716 5.7607 -0.9543 0.0 0.0 0.1
H -9.1962 3.7862 -2.3058 0.0 0.0 0.0
H -9.6128 5.4708 -2.0215 0.0 0.0 0.0
H -9.2845 4.4150 -0.6591 0.0 -0.1 0.0
```
Positions in Å, forces in eV/Å.

Calculated values
Lowest unoccupied orbital energy, eV: -0.2
Gap between HOMO and LUMO, eV: 7.76

(2)
This record from the Open Molecules 2025 dataset describes 2 unconnected molecules or ions with the total composition C23H40F3NO5. The level of theory is ωB97M-V/def2-TZVPD.

The geometry in XYZ format:
```
72
Properties=species:S:1:pos:R:3:forces:R:3
C -3.0563 0.5113 10.5311 0.4 0.6 -0.6
C -3.0340 -0.2926 9.0812 -0.3 -0.4 1.2
O -2.0154 0.2386 8.1487 -2.0 -0.8 -1.0
C -2.4341 -0.1662 6.7662 0.3 0.1 0.7
C -1.1329 0.0227 5.7570 0.9 -0.5 1.8
O -1.3796 -0.4087 4.3722 -1.4 2.1 0.6
C -2.3028 0.4894 3.6612 -1.1 -0.4 -1.0
C -2.7389 -0.3157 2.2661 -0.3 -1.2 -2.1
N -4.2561 -0.5278 2.0798 2.2 -1.8 -3.3
C -4.8456 -1.2732 0.8950 3.5 -0.8 -1.5
C -3.8902 -1.9243 -0.2833 2.2 2.8 4.2
C -2.2649 -1.6898 -0.1308 -2.5 1.2 2.7
C -1.6165 -0.8731 1.1582 -4.3 -0.6 -0.1
C -0.0192 -0.6122 1.4157 -0.2 0.3 -0.1
C 0.9592 -0.9561 0.1471 1.0 -0.1 0.1
C 1.9359 0.3236 -0.3052 -0.9 -1.2 -1.1
C 3.2239 -0.3396 -1.1089 0.2 0.7 -0.8
C 3.0057 -0.4208 -2.7463 -0.4 -1.2 -0.1
C 4.3222 -1.0763 -3.4844 0.5 0.3 -0.1
C 4.4278 -0.7708 -5.0932 1.1 -0.5 -0.6
C 5.3453 -2.0150 -5.7303 0.4 0.7 0.7
O 5.5177 -1.9080 -7.1951 0.6 -2.1 0.7
C 6.0941 -3.1644 -7.7488 0.1 -1.0 -0.3
H -3.5068 -0.1447 11.3939 0.9 1.1 -1.9
H -1.9575 0.8309 10.8021 -2.2 -0.7 -0.4
H -3.7051 1.5106 10.4571 1.5 -2.3 0.0
H -4.1252 -0.2068 8.6454 2.2 -0.3 0.6
H -2.7493 -1.4337 9.2581 -0.8 2.3 -0.3
H -3.3431 0.5260 6.5021 1.6 -1.4 0.2
H -2.7727 -1.2995 6.8666 0.7 2.3 -0.8
H -0.2976 -0.7131 6.1873 -1.9 1.5 -1.2
H -0.6420 1.1073 5.8411 -1.4 -2.2 -0.4
H -1.8538 1.5375 3.3783 -0.5 -2.1 0.5
H -3.3031 0.7267 4.2685 2.1 -0.7 -1.2
H -4.9571 -0.1598 2.7894 1.5 -0.6 -1.2
H -6.0092 -1.4429 0.7722 2.7 0.7 0.8
H -4.2907 -2.5346 -1.1989 0.6 1.5 2.1
H -1.5815 -2.1588 -0.9564 -1.3 1.2 1.8
H 0.1369 0.5391 1.6582 -0.6 -2.4 -0.4
H 0.3435 -1.2301 2.3630 -1.1 1.3 -2.0
H 0.4123 -1.2878 -0.8327 0.9 0.7 2.0
H 1.6659 -1.8512 0.4999 -1.6 1.9 -0.8
H 2.2420 0.9911 0.6060 -0.5 -1.4 -1.7
H 1.2783 0.9306 -1.0950 1.4 -1.0 1.7
H 4.1629 0.3550 -0.9420 -1.7 -1.6 -0.2
H 3.4421 -1.4463 -0.7557 -0.3 2.3 -0.4
H 2.1026 -1.1685 -2.9464 1.7 1.7 0.4
H 2.6960 0.5970 -3.2349 0.7 -1.9 1.1
H 5.3037 -0.6311 -2.9921 -2.0 -0.9 -0.9
H 4.3912 -2.2583 -3.3586 -0.4 2.5 0.0
H 3.4031 -0.6736 -5.6496 1.9 -0.4 1.2
H 5.0479 0.2140 -5.3127 -1.4 -1.9 0.6
H 6.4393 -1.9165 -5.2642 -2.3 -0.4 -0.7
H 4.8900 -3.0474 -5.4204 0.7 1.8 -0.7
H 5.2578 -3.9700 -7.9981 1.5 1.8 0.6
H 6.8461 -3.6975 -7.0147 -1.4 1.3 -1.2
H 6.6874 -2.9957 -8.7580 -1.4 0.2 2.2
C -2.3982 4.1588 -2.6246 0.3 0.4 0.1
C -2.4843 2.6666 -2.3697 -0.3 -0.3 -0.4
O -2.2119 1.8778 -3.5231 -0.5 0.8 -0.2
C -0.8286 1.6369 -3.9052 0.8 -0.7 1.7
O -0.1318 1.1652 -2.8770 0.2 0.4 -0.7
C -0.1457 2.8660 -4.6251 -0.6 0.1 0.1
F -1.0333 3.5048 -5.4426 0.3 0.0 0.1
F 0.8723 2.4669 -5.4402 -0.4 0.0 0.5
F 0.3642 3.8107 -3.7989 0.1 -0.4 -0.3
H -2.8181 4.4216 -3.6001 0.0 -0.1 0.2
H -2.9348 4.7092 -1.8456 -0.1 0.0 0.0
H -1.3636 4.5035 -2.5991 -0.1 0.0 -0.1
H -3.5248 2.4413 -2.1066 0.0 -0.2 -0.1
H -1.8863 2.3706 -1.5023 0.3 -0.1 -0.2
H -0.9749 0.9511 -4.7522 -0.1 -0.3 -0.3
```
Positions in Å, forces in eV/Å.

Calculated values
Lowest unoccupied orbital energy, eV: -2.5
Gap between HOMO and LUMO, eV: 3.69
Relative energy (zero: lowest compared OMol25 entry of this formula, charge and spin), kJ/mol: 1119.0